Entry 1:
Here is C13H18N4OS2 in the gas phase from the Open Molecules 2025 dataset. Energies are from wB97M-V/def2-TZVPD.

Values from the calculation:
Structure (SMILES): Cn1c(=S)c2nc(SC3CCCCC3)[nH]c2n(C)c1=O

Element x y z (Å)
O: -1.455 3.446 3.882
S: -2.789 2.050 -0.604
N: 0.203 0.745 -0.486
S: 2.705 -0.383 -0.883
C: -1.200 2.827 2.855
C: -1.742 2.077 0.658
C: 1.393 0.415 -0.038
C: -0.446 1.425 0.582
C: 0.414 1.521 1.626
N: 1.570 0.899 1.216
N: -2.089 2.818 1.801
N: 0.026 2.174 2.823
C: -3.363 3.551 1.850
C: 1.008 2.341 3.887
C: -0.497 -3.272 -2.607
C: 0.265 -2.440 -3.672
C: 0.489 -3.814 -1.544
C: 1.008 -1.297 -2.994
C: 1.194 -2.712 -0.806
C: 1.903 -1.760 -1.830
H: 2.394 0.787 1.818
H: -3.449 4.140 2.760
H: -4.189 2.845 1.844
H: -3.431 4.241 0.997
H: 0.498 2.246 4.849
H: 1.786 1.561 3.823
H: 1.460 3.328 3.822
H: -0.974 -4.113 -3.063
H: -1.307 -2.655 -2.139
H: -0.449 -2.047 -4.375
H: 0.953 -3.078 -4.184
H: -0.117 -4.397 -0.827
H: 1.215 -4.475 -2.070
H: 1.620 -0.767 -3.766
H: 0.248 -0.614 -2.611
H: 0.457 -2.221 -0.183
H: 1.933 -3.117 -0.109
H: 2.753 -2.276 -2.300

Results of the natural (NBO) charge analysis, in e, for atoms 1 through 8: -0.642 -0.104 -0.423 0.238 0.789 0.079 0.190 -0.041



Entry 2:
Here is C13H18O7 in the gas phase from the Open Molecules 2025 dataset. Energies are from wB97M-V/def2-TZVPD.

Values from the calculation:
Structure (SMILES): OCc1ccccc1O[C@@H]1O[C@H](CO)[C@@H](O)[C@H](O)[C@H]1O

Element x y z (Å)
O: -3.100 2.992 -0.253
H: -2.526 3.533 0.301
C: -2.509 1.730 -0.417
C: -2.278 0.982 0.874
C: -2.911 1.354 2.047
C: -2.682 0.668 3.228
C: -1.814 -0.406 3.236
C: -1.175 -0.801 2.070
C: -1.404 -0.112 0.889
O: -0.818 -0.417 -0.324
C: 0.142 -1.439 -0.389
O: 1.256 -1.211 0.417
C: 2.075 -0.082 0.105
C: 1.698 1.129 0.972
O: 1.770 0.835 2.338
H: 1.282 0.015 2.488
H: 2.412 1.931 0.777
H: 0.689 1.477 0.704
C: 2.051 0.259 -1.386
O: 3.246 0.907 -1.715
H: 3.333 0.862 -2.677
C: 1.877 -1.044 -2.174
C: 0.480 -1.602 -1.892
O: 0.470 -2.942 -2.317
H: -0.410 -3.316 -2.198
H: -0.254 -1.007 -2.456
O: 2.059 -0.756 -3.538
H: 1.893 -1.564 -4.035
H: 2.621 -1.781 -1.836
H: 1.190 0.911 -1.613
H: 3.090 -0.395 0.372
H: -0.274 -2.387 -0.009
H: -0.496 -1.639 2.094
H: -1.623 -0.947 4.150
H: -3.178 0.974 4.136
H: -3.596 2.189 2.025
H: -3.200 1.160 -1.047
H: -1.556 1.808 -0.960

Results of the natural (NBO) charge analysis, in e, for atoms 1 through 8: -0.706 0.466 -0.075 -0.130 -0.188 -0.227 -0.196 -0.319



Entry 3:
Here is 3 unconnected molecules or ions with the total composition C13H19BN3O8PS from the Open Molecules 2025 dataset. Energies are from wB97M-V/def2-TZVPD.

Values from the calculation:
Structure (SMILES): CB(O)[C@H]1OC(=O)O[C@@]1(CON=O)P(O)(O)=S.c1cc[nH]c1.c1cc[nH]c1

Element x y z (Å)
C: 0.583 -1.924 3.536
B: 0.106 -1.588 2.030
O: 1.175 -1.412 1.038
C: -1.411 -1.460 1.456
O: -1.478 -2.634 0.562
C: -1.449 -3.708 1.553
O: -0.832 -4.784 1.483
O: -2.318 -3.239 2.616
C: -2.677 -1.812 2.417
C: -3.878 -1.931 1.352
O: -5.202 -1.552 1.825
N: -5.559 -2.566 2.693
O: -6.727 -2.776 2.546
P: -2.880 -0.880 4.037
O: -4.449 -0.325 4.385
O: -2.523 -2.018 5.285
S: -1.726 0.711 4.179
H: 0.798 -3.065 3.589
H: -0.159 -1.670 4.362
H: 1.573 -1.394 3.821
H: 1.576 -2.288 0.832
H: -1.689 -0.439 1.014
H: -3.645 -1.239 0.455
H: -3.998 -2.984 0.886
H: -4.724 0.379 3.739
H: -2.841 -1.616 6.138
N: 1.082 1.269 -0.151
C: 1.729 2.473 -0.075
C: 1.895 2.948 -1.353
C: 1.321 1.997 -2.232
C: 0.824 0.974 -1.462
H: 0.833 0.690 0.636
H: 2.017 2.887 0.880
H: 2.375 3.876 -1.625
H: 1.275 2.055 -3.310
H: 0.312 0.062 -1.733
N: 3.197 2.165 -5.663
C: 3.913 2.657 -4.604
C: 4.876 3.502 -5.101
C: 4.732 3.524 -6.510
C: 3.687 2.692 -6.828
H: 2.430 1.516 -5.595
H: 3.677 2.364 -3.593
H: 5.603 4.045 -4.514
H: 5.327 4.088 -7.214
H: 3.251 2.430 -7.780

Results of the natural (NBO) charge analysis, in e, for atoms 1 through 8: -1.077 1.100 -0.962 -0.294 -0.520 0.967 -0.514 -0.524



Entry 4:
Here is a molecular structure, C13H19BrCeOSi from the Open Molecules 2025 dataset. Energies are from wB97M-V/def2-TZVPD.

Element x y z (Å)
C: -1.978 -0.834 -1.990
C: -1.953 -1.371 -0.672
C: -2.028 -0.299 0.251
H: -1.939 -2.420 -0.407
C: -2.186 0.916 -0.482
C: -2.104 0.594 -1.867
H: -2.111 1.332 -2.684
H: -1.933 -1.442 -2.894
H: -2.020 -0.395 1.335
H: -2.369 1.904 -0.040
Ce: 0.372 -0.066 -1.208
Br: 1.245 -2.627 -0.947
C: 2.140 0.682 -2.879
C: 1.018 1.463 -3.277
C: 0.063 0.583 -3.865
H: 0.913 2.543 -3.199
C: 0.559 -0.744 -3.782
C: 1.835 -0.687 -3.152
H: 2.423 -1.547 -2.858
H: 3.085 1.043 -2.476
H: -0.842 0.878 -4.380
H: 0.079 -1.646 -4.147
C: 2.178 0.277 3.737
Si: 0.654 0.218 2.553
C: -0.127 -1.438 3.101
C: -0.424 1.607 3.252
O: 0.879 0.332 0.928
H: 1.759 0.227 4.753
H: 2.767 1.205 3.670
H: 2.840 -0.601 3.617
H: -0.229 -1.425 4.200
H: -1.122 -1.624 2.684
H: 0.509 -2.291 2.841
H: 0.005 2.604 3.126
H: -1.434 1.623 2.824
H: -0.525 1.427 4.335

Results of the Mulliken charge analysis, in e, for atoms 1 through 8: -0.462 -0.537 -0.448 0.512 -0.647 -0.707 0.479 0.580



Values for E_tot, a.u., ordered as above
-1596.84123 -1032.82781 -2037.25239 -3920.74619